The molecule C18H19ClF2N2O3 at a distorted geometry, computed with wB97M-V/def2-TZVPD.

Structure (XYZ):
```
45
C18H19ClF2N2O3 wB97M-V/def2-TZVPD
F 5.78739 -1.65575 1.16708
H -1.41452 -0.02231 1.27009
H -0.92185 2.08868 -2.12447
C 2.73989 -0.99412 -1.78391
H -4.65743 -1.70609 2.08226
C -0.98548 1.87461 -0.07522
C 1.08169 2.27914 -1.51026
H -2.83245 1.88472 1.81557
Cl 3.57657 2.43888 -0.21835
C 1.47202 -1.58226 0.61829
H -4.08595 1.33925 0.69587
H -1.17179 -1.80164 0.37696
H 0.77689 -0.77970 -2.67230
C -2.94520 1.32274 0.89533
H -5.29218 -0.88079 0.72318
C 1.44462 -0.95878 -1.79706
C 2.73101 -1.40937 0.66586
N -2.99766 -1.19257 0.59423
H 1.59834 2.35488 -2.46088
H 3.33030 -1.57709 1.33796
H 5.01221 0.22359 0.90830
C -4.46266 -1.51199 1.05980
O -1.38612 -0.30903 -2.39013
H -3.74009 -0.12926 -1.01731
H -4.90266 -2.38169 0.41424
C 5.48543 -0.62161 0.39024
C -1.73589 -0.84472 -1.22384
C 3.49332 -0.83466 -0.64510
O -2.25445 1.62314 -0.36116
H -3.38596 -2.04092 -1.13015
F 6.72443 0.24054 0.08796
H -2.95413 -0.16297 2.51760
C 1.77595 2.25590 -0.30185
C -2.45099 0.02186 1.33658
C -0.35719 2.00055 -1.17813
C -0.25001 2.17500 1.07137
H 1.77742 1.92332 1.81371
N -0.75089 -1.44703 -0.38225
H 3.25453 -0.50964 -2.41317
H 0.94774 -1.72836 1.40735
C -3.08712 -1.06061 -0.93948
C 0.69750 -1.17259 -0.85725
O 4.86276 -0.78002 -0.68273
C 1.22581 2.05857 1.00061
H -0.77310 1.99019 1.91454
```

For the total energy, the calculation gives -1691.97799 Ha. The value obtained for the gap between HOMO and LUMO is 8.81 eV. The strongest force on any atom comes out at 18.02 eV/A. The value obtained for the molecular weight is 384.8 g mol⁻¹. The value obtained for the lowest unoccupied orbital energy is 0.01028 hartree. As for the structure (SMILES): CN(CCOc1ccc(Cl)cc1)CC(=O)Nc1ccc(OC(F)F)cc1. Its highest occupied orbital energy is -8.53 eV.

These are the Löwdin partial charges, in e, on atoms 1 to 8:
1. F 0.149
2. H 0.068
3. H 0.140
4. C -0.020
5. H 0.050
6. C -0.412
7. C -0.002
8. H 0.116